1.
Density functional theory data (ωB97M-V/def2-TZVPD) for a molecular structure, C28H42F3O14Pb at a distorted geometry.

Geometry as XYZ:
```
88
Properties=species:S:1:pos:R:3:forces:R:3:lowdin_charge:R:1
Pb -0.1866 -0.0781 0.7494 -0.7085 0.2891 1.4081 1.7393
C -0.5885 1.4422 3.5147 -1.2828 -1.0291 -1.6785 -0.4481
O 0.4205 1.9017 2.5857 0.0150 0.2525 0.8820 -0.1933
O -1.3130 0.4991 2.8798 0.8803 -0.6391 -0.4532 -0.2771
C 0.1197 0.9895 4.8267 0.0310 0.8675 0.1996 -0.5342
F 1.4533 0.7916 4.6713 -0.2136 -0.3219 0.0225 0.1147
F 0.0225 2.0013 5.7300 -0.0062 -0.0806 0.0860 0.1131
F -0.4059 -0.0839 5.4015 0.0985 -0.1651 -0.2304 0.1670
C 1.0261 3.1411 2.9545 0.6172 -0.0827 -0.8590 -0.2438
C 2.2000 3.3585 2.0148 -0.4882 0.7161 0.0932 -0.0523
H 2.6418 4.3387 2.2140 0.1608 -0.1351 0.1752 0.0831
H 2.9461 2.5772 2.1392 0.0008 -0.0397 -0.2017 0.0822
H 1.8126 3.4303 1.0033 0.1819 -0.4297 -0.2930 0.0513
H 1.4377 3.1428 3.9650 -0.5094 -0.0969 0.1794 0.1167
H 0.2774 3.9218 2.8021 0.0594 0.1879 0.3647 0.1294
H -1.3241 2.2246 3.7319 0.6914 0.7997 0.6230 0.1567
O -1.5129 -2.2972 0.7091 -0.4730 -0.3240 0.5399 -0.0065
C -2.2438 -3.0163 0.0773 1.1226 0.1951 -1.0150 -0.4459
O -3.5412 -2.7535 -0.1058 -0.3934 -0.1046 0.2445 0.0449
C -4.0867 -3.5914 -1.1375 -0.2567 -0.1617 -0.3688 -0.1326
C -3.0731 -4.6772 -1.3855 0.3484 -1.5019 -0.3478 -0.1550
C -1.7689 -4.1958 -0.7785 -1.0305 0.9613 0.1975 -0.0384
H -4.2398 -2.9792 -2.0290 0.0618 0.1634 0.1114 0.1188
H -5.0478 -4.0346 -0.8816 -0.0301 0.4362 0.4928 0.1318
H -3.0295 -4.8997 -2.4529 0.2528 0.0575 0.0407 0.1147
H -3.3251 -5.6292 -0.9130 -0.4052 0.1897 0.0522 0.1203
H -1.1319 -3.7775 -1.5570 0.4608 -0.0951 0.3523 0.1172
H -1.2893 -4.9022 -0.1091 0.3135 -0.0961 -0.3163 0.1339
O 0.1499 1.8815 -0.8924 -0.1369 0.7648 0.0652 -0.0069
C 0.3118 2.6714 -1.7824 0.8462 -0.1367 0.2687 -0.4378
O -0.3335 2.5316 -2.9433 -0.7750 -0.2820 -0.6331 0.0287
C 0.0724 3.4684 -3.9438 1.7595 0.6776 0.6805 -0.1192
C 1.3436 4.1090 -3.3477 0.5952 1.5616 -0.0079 -0.1450
C 1.2691 3.8621 -1.8464 -0.9769 -0.6924 -0.1688 -0.0548
H -0.6588 4.2547 -4.1080 -0.4525 -0.4132 -0.0830 0.1295
H 0.3863 2.9596 -4.8499 -0.6812 -0.2427 -0.1159 0.1266
H 1.3658 5.1907 -3.5047 -0.2705 -0.0502 -0.1955 0.1146
H 2.2740 3.8052 -3.8274 -0.1084 -0.6429 0.2120 0.1129
H 0.7458 4.6768 -1.3400 0.1071 0.0851 0.0245 0.1374
H 2.1855 3.6536 -1.3068 0.0943 -0.1109 -0.1243 0.1082
O -2.5740 0.4407 -0.1174 0.2470 -0.0284 -0.6451 0.0056
C -3.6816 0.5930 0.3130 -0.3770 0.3360 1.2126 -0.4357
O -4.5402 1.4672 -0.2595 0.6980 0.1176 -0.3551 0.0507
C -5.7244 1.5751 0.4966 -1.7804 -0.6043 1.0316 -0.1607
C -5.7892 0.2729 1.3100 0.0577 -0.5167 0.1647 -0.1358
C -4.3146 -0.0049 1.5543 0.2109 -0.0662 -0.0102 -0.0708
H -6.5892 1.7266 -0.1497 0.2580 -0.2339 -0.3266 0.1262
H -5.7730 2.4183 1.1931 0.7997 0.1680 -0.1859 0.1307
H -6.1816 -0.5728 0.7388 -0.1574 0.2557 -0.2699 0.1155
H -6.3721 0.3026 2.2288 -0.0188 0.3855 -0.0608 0.1196
H -4.0494 -1.0487 1.6914 -0.0099 -0.0761 -0.3310 0.1164
H -3.8901 0.4670 2.4459 0.0358 0.3877 -0.2078 0.1299
O -0.5716 -0.6593 -1.9237 0.1009 -0.5414 0.1038 0.0357
C -1.2389 -0.9894 -2.8571 0.1189 0.2716 -0.6091 -0.4403
O -1.0737 -2.2037 -3.4631 0.2632 -0.3361 0.6204 0.0141
C -1.9845 -2.3791 -4.5394 -0.5690 1.0959 -0.8862 -0.1473
C -2.3350 -0.9358 -4.9455 -0.8628 0.2519 0.3826 -0.1331
C -2.2341 -0.1653 -3.6385 0.2737 -0.0823 0.2189 -0.0615
H -2.8648 -2.9450 -4.2249 0.0861 -0.0036 0.1524 0.1147
H -1.5333 -2.8720 -5.3977 0.3480 -0.3203 0.3987 0.1282
H -3.3561 -0.8171 -5.3080 0.2258 -0.2569 -0.5204 0.1200
H -1.6072 -0.5367 -5.6496 -0.1126 -0.1579 -0.1877 0.1205
H -3.1771 -0.0765 -3.0951 0.0189 -0.2081 0.0709 0.1339
H -1.8514 0.8468 -3.7361 0.0706 -0.0136 0.0653 0.1130
O 1.3597 -1.3059 2.5078 -0.0487 -0.4146 0.1531 0.0137
C 2.3633 -1.7779 2.9716 0.1450 0.4296 0.8499 -0.4388
O 3.4336 -2.0384 2.2162 0.1115 0.0728 -0.3332 0.0230
C 4.5324 -2.5309 3.0125 0.3085 0.5598 -0.8223 -0.1429
C 4.2205 -2.1891 4.4427 -0.1218 -0.9958 0.9452 -0.1459
C 2.6880 -2.0718 4.4475 0.5692 -0.0010 -0.5389 -0.0349
H 5.4364 -2.0337 2.6587 -0.0320 -0.1584 -0.1426 0.1244
H 4.5902 -3.5985 2.8032 0.1396 -0.0274 0.2449 0.1316
H 4.7146 -1.3322 4.8962 -0.0040 0.3209 -0.6239 0.1202
H 4.5978 -3.0371 5.0204 -0.3468 0.0848 0.3032 0.1183
H 2.3384 -1.2588 5.0751 -0.2949 -0.2361 -0.0014 0.1079
H 2.2593 -3.0335 4.7267 -0.3772 0.1619 0.0388 0.1348
O 2.2586 0.1711 -0.0025 0.3691 0.0586 -0.1695 -0.0133
C 3.3158 0.2772 -0.5595 0.4119 -0.5922 0.4232 -0.4441
O 3.7005 1.4109 -1.1482 -0.2384 0.9302 -0.1427 0.0383
C 5.0362 1.3308 -1.6641 -0.1335 -0.4954 -1.0980 -0.1313
C 5.3142 -0.1606 -1.7471 1.4644 -0.5457 0.4232 -0.1508
C 4.4207 -0.7568 -0.6772 0.0360 0.0774 -0.0767 -0.0574
H 5.7315 1.8964 -1.0468 -0.1555 -0.1503 0.3199 0.1318
H 5.0862 1.7428 -2.6722 -0.3731 0.3551 0.1514 0.1268
H 6.3753 -0.3003 -1.5229 -0.0867 -0.2347 0.0299 0.1197
H 5.1768 -0.6420 -2.7142 -0.3888 0.4594 -0.1525 0.1205
H 4.9630 -0.8246 0.2652 -0.2410 0.1175 0.2232 0.1220
H 4.0325 -1.7503 -0.8832 -0.1371 0.0682 -0.0541 0.1350
```
Forces are in eV/Å.

largest force on an atom = 0.0457 hartree/bohr
E_tot = -2637.85049 hartree
ΔE to the lowest compared entry with this formula, charge and spin = 0.00 kJ/mol
spin multiplicity = 1
total charge = +1
Kohn-Sham gap = 8.58 eV
LUMO energy = -1.6 eV

---

2.
Density functional theory data (ωB97M-V/def2-TZVPD) for a molecular structure, C28H42FN5OPPbSi at a distorted geometry.

Geometry as XYZ:
```
80
Properties=species:S:1:pos:R:3:forces:R:3:lowdin_charge:R:1
Pb 14.1581 10.7930 7.5783 1.2645 0.0087 0.4260 1.3270
C 19.0137 10.3851 7.0945 -0.3566 -0.2719 1.0968 -0.1717
Si 17.5538 11.5262 6.8421 -0.6192 0.2966 -0.1530 0.4056
C 18.0676 13.3488 6.5584 2.9899 -0.7953 -0.0349 -0.1837
C 16.8263 11.0273 5.1207 1.2722 -0.7263 0.3147 -0.2086
N 16.3609 11.2794 8.1670 -0.6385 -0.3709 -1.1237 -0.2630
C 16.7652 10.9849 9.4689 -0.2663 -1.4337 0.0419 -0.3348
C 17.8897 11.6191 10.0485 -1.2779 0.9337 -2.2898 -0.0783
C 18.3241 11.3519 11.2898 0.1189 -1.3221 2.6126 -0.1044
C 17.6802 10.3609 12.0566 -1.0596 -0.4813 -0.9271 -0.0740
C 16.5540 9.6613 11.5125 0.6746 -0.2297 1.6795 -0.0255
C 16.1491 9.9191 10.2300 1.3334 1.0841 -0.5254 -0.2369
F 15.2857 9.0137 9.6401 -0.1913 1.0457 -0.1608 -0.0375
H 19.5466 10.1877 6.1634 -0.0509 -0.1295 0.1204 0.0338
H 18.5921 9.4561 7.5549 0.3711 0.4128 -0.6790 0.0524
H 19.7139 10.7424 7.8603 -0.0076 0.0839 -0.3214 0.0306
H 18.6610 13.8828 7.3296 -0.7963 -0.4187 0.2355 0.0322
H 17.2966 13.9770 6.2161 -1.1051 0.7297 -0.4532 -0.0332
H 18.8916 13.3614 5.7651 -1.2616 -0.3241 0.4364 0.0590
H 17.6727 11.0974 4.3732 -0.8186 0.2041 0.7959 0.0533
H 16.0112 11.6287 4.7568 -0.4136 0.2565 -0.1959 0.0008
H 16.5608 9.9530 5.0876 -0.1383 0.4393 0.1132 0.0270
H 18.3652 12.3912 9.4219 -0.2045 -0.3329 0.4422 0.1069
H 19.1410 11.8958 11.7518 0.0993 -0.0988 -0.2661 0.1090
H 18.0636 10.0209 13.0111 -0.1183 0.3824 0.0590 0.0949
H 16.0064 8.8973 12.1443 0.8840 0.8207 -1.0053 0.1345
O 12.9965 11.2244 9.5099 -0.5310 -0.5017 -0.1867 -0.5270
P 11.5742 10.8999 9.9953 0.8366 -1.0996 1.0315 0.6113
N 11.4772 11.8603 11.3586 -0.8751 -0.9648 -0.5722 -0.1803
C 12.3159 13.0671 11.3350 0.3541 0.1961 -0.2248 -0.1955
C 11.7080 13.9801 12.4049 0.0839 0.6955 0.0947 -0.1472
C 10.2886 13.4297 12.7134 0.8413 0.6940 0.3963 -0.1596
C 10.4023 11.9788 12.3793 -0.0115 -1.2635 -0.4785 -0.1995
N 11.3042 9.2561 10.3015 -0.3851 0.1650 -0.4444 -0.1721
C 11.3743 8.2051 9.2144 -0.0045 -0.1471 0.8046 -0.1683
C 10.3441 7.1115 9.6227 -0.7925 0.6276 -2.8287 -0.1953
C 10.3570 7.1544 11.0853 2.8225 -0.7077 1.9905 -0.1929
C 10.7907 8.5662 11.5278 -0.5015 1.8049 0.9608 -0.1685
N 10.5439 11.3009 8.7952 -1.3307 1.0262 -1.3898 -0.2002
C 10.7435 12.5816 8.0176 1.5636 -0.0722 0.6726 -0.1922
C 10.3060 12.2419 6.5736 -0.4198 -0.2572 1.5475 -0.1493
C 9.2077 11.1657 6.8231 -0.7522 -0.6843 0.1400 -0.1408
C 9.1856 10.8675 8.3705 0.0959 -1.3211 -0.0008 -0.1713
H 12.2742 13.5565 10.3272 0.1474 -0.3504 0.7893 0.1015
H 13.3492 12.7551 11.5380 -0.1906 0.4648 -0.0978 0.1190
H 11.6360 14.9788 12.0177 -0.2216 0.5636 -0.4621 0.0913
H 12.3772 14.1733 13.2637 -0.4822 -0.8978 -0.0561 0.1204
H 9.4903 13.9075 12.1389 0.3371 0.0784 -0.1473 0.1142
H 10.0495 13.5765 13.7622 -0.1226 -0.0233 0.1025 0.1128
H 9.4383 11.5928 12.0381 0.1394 -0.1844 -0.2212 0.1121
H 10.7007 11.3822 13.2400 -0.0422 0.0089 0.1896 0.1147
H 12.3682 7.7117 9.2512 -0.2975 0.5670 -0.3060 0.1224
H 11.1408 8.6266 8.2421 0.2688 0.0892 -0.1604 0.0956
H 10.5763 6.1534 9.1046 0.2165 0.4627 0.8209 0.1287
H 9.3335 7.3260 9.2040 0.5340 0.3517 0.3336 0.1130
H 11.1755 6.4770 11.4398 -0.6041 0.3080 -0.2035 0.1319
H 9.4887 6.8181 11.5894 -1.0135 -0.1383 0.3201 0.1031
H 11.5320 8.6343 12.3756 -0.5090 -0.5435 -1.0064 0.1283
H 9.9077 9.1210 11.9240 0.4398 -0.2710 -0.3682 0.1026
H 11.8375 12.7964 8.1366 -1.0624 0.1724 -0.4344 0.0503
H 10.1925 13.4666 8.4314 0.1075 -0.9379 -0.1036 0.1311
H 11.1445 11.8808 6.0280 0.7056 -0.7425 -0.3871 0.0759
H 10.0159 13.1274 6.0256 -0.5881 0.1642 0.0421 0.1071
H 9.3725 10.1799 6.3032 0.0207 1.2038 0.2521 0.1179
H 8.2062 11.5350 6.5399 0.4652 -0.2306 -0.0760 0.1095
H 8.9048 9.7763 8.5896 0.9603 1.4080 -0.2835 0.1242
H 8.4166 11.4297 8.9107 0.1320 0.3016 -0.2187 0.1070
N 14.0906 13.2768 7.3813 0.2007 3.7073 1.1630 0.0987
C 14.1901 14.4257 7.6452 -0.3068 -4.4142 -1.9802 -0.0856
C 14.3424 15.8157 7.7110 1.9519 1.8250 0.1348 -0.2057
C 15.6099 16.4145 7.3450 -1.4406 -0.9810 0.4049 0.0200
C 15.7898 17.7641 7.5646 0.5863 0.1554 -0.1590 -0.0732
C 14.7546 18.5515 8.0228 -1.1517 0.8097 0.2887 -0.0527
C 13.5269 17.9579 8.3790 -0.4387 2.2282 -0.3568 -0.0667
C 13.3235 16.6140 8.2238 -0.4656 -0.8566 -0.0595 -0.0424
H 16.3652 15.8060 6.8560 -0.0053 0.0741 0.3845 0.0995
H 16.7492 18.2432 7.3909 -0.1068 -0.2371 -0.3324 0.1184
H 14.8449 19.6740 8.0185 0.0180 -1.4155 0.3164 0.1354
H 12.6884 18.6519 8.6516 0.8637 -0.9823 -0.0849 0.1302
H 12.3566 16.1387 8.4077 0.2773 0.3092 0.2116 0.1226
```
Forces are in eV/Å.

largest force on an atom = 0.0943 hartree/bohr
E_tot = -2364.59688 hartree
ΔE to the lowest compared entry with this formula, charge and spin = 119.32 kJ/mol
spin multiplicity = 1
total charge = +1
Kohn-Sham gap = 6.69 eV
LUMO energy = -2.9 eV

---

3.
Density functional theory data (ωB97M-V/def2-TZVPD) for a molecular structure, C28H42N8SbSe4Tl.

Geometry as XYZ:
```
84
Properties=species:S:1:pos:R:3:forces:R:3:nbo_charge:R:1
Tl 0.7450 0.3810 -1.2306 0.1321 0.0067 -0.2863 0.5836
C 1.8875 4.1282 -2.4675 0.0487 0.0126 -0.0176 -0.4277
C 2.0359 3.8515 -0.9768 -0.1705 -0.0035 0.0060 -0.2101
N 2.3824 2.4670 -0.6671 0.1188 -0.1087 -0.1088 -0.7177
C 2.8137 2.3154 0.7138 0.0406 -0.0105 0.0238 -0.2232
C 1.7298 2.6717 1.7290 -0.0014 0.0084 0.0347 -0.2140
N 0.5119 1.9190 1.5141 0.0782 -0.0172 0.0469 -0.6338
C -0.6319 2.3186 2.2971 -0.0131 -0.0357 -0.0043 -0.1983
C -1.9539 1.7997 1.7210 -0.0289 -0.0314 0.0392 -0.3902
C -2.4826 2.5355 0.4844 0.0430 -0.0046 -0.0110 -0.2001
N -1.9119 2.0336 -0.7410 -0.0291 -0.0327 -0.0176 -0.6300
C -2.1951 2.8112 -1.9282 0.0104 -0.0040 0.0236 -0.2143
C -1.3706 2.3467 -3.1291 0.0134 0.0015 -0.0101 -0.2154
N 0.0565 2.5103 -2.9135 -0.0540 0.1014 0.0067 -0.7004
C 0.4931 3.9012 -3.0213 -0.0038 -0.0224 0.0278 -0.2107
H 2.6163 3.5494 -3.0369 0.0532 -0.0412 -0.0384 0.2759
H 2.1470 5.1759 -2.6504 -0.0038 -0.0143 -0.0254 0.1989
H 1.0916 4.0953 -0.4703 0.0318 -0.0104 -0.0014 0.1717
H 2.8095 4.5177 -0.5580 0.0021 0.0178 -0.0187 0.1621
H 3.1604 2.1915 -1.2861 -0.0235 0.1046 0.0393 0.4392
H 3.6778 2.9654 0.9358 0.0309 -0.0544 -0.0187 0.1684
H 3.1327 1.2787 0.8543 -0.0208 -0.0283 0.0455 0.2223
H 1.4801 3.7338 1.6417 0.0268 -0.0126 0.0163 0.1819
H 2.1565 2.5332 2.7397 -0.0090 0.0029 -0.0031 0.1515
H 0.7011 0.9247 1.6048 -0.0846 -0.0116 -0.0896 0.3785
H -0.6605 3.4143 2.3166 -0.0056 -0.0075 -0.0300 0.1802
H -0.5600 2.0024 3.3567 0.0064 0.0025 -0.0041 0.1410
H -2.7124 1.8624 2.5108 0.0109 -0.0143 0.0035 0.1827
H -1.8369 0.7385 1.4686 -0.0224 -0.0273 0.0295 0.2078
H -2.2270 3.5987 0.5634 0.0013 0.0030 0.0106 0.1815
H -3.5912 2.4896 0.4881 0.0096 -0.0014 -0.0020 0.1370
H -2.1590 1.0597 -0.8830 0.0546 -0.0339 0.0079 0.3835
H -1.9463 3.8519 -1.7016 -0.0496 0.0061 -0.0095 0.1821
H -3.2659 2.8005 -2.2070 0.0049 -0.0147 -0.0071 0.1463
H -1.7291 2.8978 -4.0152 0.0299 -0.0180 -0.0090 0.1670
H -1.5653 1.2853 -3.3156 -0.0165 0.0009 0.0092 0.2112
H 0.5794 1.9562 -3.5953 0.0151 -0.0101 -0.0780 0.4350
H -0.2130 4.5269 -2.4628 0.0272 0.0111 -0.0009 0.1532
H 0.4747 4.2261 -4.0708 0.0060 -0.0012 0.0076 0.2039
C 4.5155 -2.1584 -2.0431 -0.0186 0.1487 -0.0288 -0.2039
C 3.9338 -1.1165 -1.2835 -0.0177 0.0293 -0.0753 0.1078
N 3.0989 -1.3113 -0.2857 0.1263 -0.1159 0.3493 -0.4753
C 2.7627 -2.5839 0.0200 -0.0533 -0.0115 -0.0335 0.2294
C 3.2795 -3.6861 -0.6784 -0.0071 -0.0339 -0.0335 -0.1332
C 4.1908 -3.4392 -1.7311 -0.0004 -0.0774 -0.0175 -0.1583
C 2.8732 -5.0156 -0.3424 0.0295 0.0055 -0.0505 -0.1418
C 1.9948 -5.2558 0.6527 -0.0387 0.0596 0.0556 -0.2386
C 1.4565 -4.1643 1.4081 0.0106 -0.0904 -0.0390 -0.0940
C 0.5642 -4.3775 2.4701 -0.0021 -0.0352 0.0182 -0.1546
C 0.0851 -3.3108 3.1826 0.0849 0.0152 0.0281 -0.2963
C 0.5147 -2.0284 2.8075 0.0091 -0.0289 -0.0412 0.0341
N 1.3463 -1.7916 1.8204 -0.0101 0.0999 -0.0203 -0.3743
C 1.8287 -2.8343 1.1075 0.0245 0.0905 0.0323 0.1572
H 5.1572 -1.8932 -2.8747 0.0060 -0.0087 -0.0197 0.2678
H 4.1977 -0.0929 -1.5337 0.0336 0.0445 -0.0038 0.2570
H 4.5859 -4.2761 -2.2969 -0.0051 0.0134 -0.0009 0.2036
H 3.2844 -5.8353 -0.9216 0.0126 0.0111 -0.0035 0.2037
H 1.6848 -6.2650 0.8985 -0.0097 -0.0002 0.0089 0.1969
H 0.2724 -5.3931 2.7171 0.0030 -0.0036 -0.0020 0.1999
H -0.5934 -3.4392 4.0163 0.0724 -0.0102 -0.0151 0.2026
H 0.1541 -1.1603 3.3527 -0.0042 0.0573 0.0219 0.1784
N -2.5002 -1.2758 -1.0931 -0.1853 -0.0048 -0.1706 -0.3620
C -3.1231 -1.8513 -0.3078 0.1027 0.2447 0.2371 0.4233
N -3.8098 -2.4941 0.6291 -0.0013 -0.2740 -0.1393 -0.4809
C -5.1893 -2.1142 0.9107 0.0477 0.0529 0.0524 -0.1950
C -5.2735 -1.3187 2.2092 -0.0031 0.0287 -0.0110 -0.4142
C -4.6062 -2.0863 3.3495 -0.0055 -0.0239 -0.0415 -0.3979
C -3.1564 -2.4150 2.9970 -0.0768 0.0099 0.0079 -0.4157
C -3.0893 -3.1960 1.6912 -0.0042 0.0014 -0.0147 -0.2030
H -5.7867 -3.0300 0.9912 0.0059 0.0004 0.0136 0.1822
H -5.5650 -1.5421 0.0643 -0.0047 -0.0073 -0.0031 0.2225
H -6.3198 -1.1043 2.4400 -0.0011 -0.0034 0.0045 0.2059
H -4.7636 -0.3609 2.0669 -0.0110 0.0085 0.0010 0.2130
H -5.1556 -3.0201 3.5227 -0.0051 0.0046 0.0229 0.1862
H -4.6547 -1.5119 4.2764 0.0067 0.0136 -0.0038 0.2100
H -2.6803 -2.9921 3.7925 -0.0856 0.0320 -0.0372 0.2105
H -2.5887 -1.4885 2.8786 0.0488 0.0310 0.0205 0.2164
H -3.5539 -4.1812 1.8181 -0.0013 0.0041 0.0100 0.1817
H -2.0612 -3.3497 1.3673 -0.0181 0.0142 0.0081 0.2439
Se 2.6816 2.8571 -6.0105 -0.0071 -0.0283 0.0543 -0.9199
Sb 3.8533 1.0630 -4.7971 0.1081 0.0966 0.0215 1.1061
Se 2.0250 -0.3743 -3.7923 -0.1692 0.0206 0.1333 -0.9869
Se 5.2304 -0.4448 -6.1512 -0.0210 -0.0262 0.0410 -0.8970
Se 5.2286 1.9935 -2.9268 -0.2243 -0.0622 0.0773 -0.9578
```
Forces are in eV/Å.

largest force on an atom = 0.0076 hartree/bohr
E_tot = -11548.79023 hartree
spin multiplicity = 1
total charge = -2
Kohn-Sham gap = 3.76 eV
LUMO energy = 3.1 eV